Entry 1:
The following is a DFT calculation (the ωB97M-V functional and the def2-TZVPD basis) of a structure of composition C32H50Cl2F3IN3O15P in a non-equilibrium geometry.

The value obtained for the LUMO energy is 0.2539 eV. The spin multiplicity is 1. The orbital gap comes out at 8.1 eV. As for the net charge: 0. As for the HOMO energy: -7.8750 eV.

Each line ends with the Löwdin charge.
Atoms and positions in Å:
C 4.640 3.133 1.482  -0.098
C 3.672 2.335 0.536  -0.155
C 2.219 2.767 0.825  -0.268
F 1.669 1.812 1.705  -0.057
C 1.292 2.786 -0.471  -0.135
O 0.312 1.795 -0.317  -0.115
C -0.800 1.846 -1.156  -0.326
C -0.327 2.094 -2.652  -0.224
N 0.758 1.191 -3.102  0.003
C -1.614 3.185 -0.891  -0.519
Cl -2.329 4.127 -2.239  0.775
C -1.800 3.766 0.285  -0.673
C -2.577 5.085 0.454  -0.135
Cl -1.203 3.088 1.786  0.839
C -1.705 0.546 -1.036  -0.272
C -2.671 0.593 0.235  -0.046
C -2.062 -0.027 1.532  -0.376
C -2.947 0.541 2.741  -0.061
O -2.269 -1.440 1.610  -0.060
O -1.042 -0.670 -0.792  -0.137
C 0.222 -1.046 -1.219  -0.695
I 0.385 -2.169 -3.103  1.050
P 0.854 -2.294 0.050  0.472
N 2.329 -2.732 -0.250  -0.184
O -0.178 -3.550 0.154  -0.168
O 0.860 -1.529 1.485  -0.162
N -2.564 0.325 -2.235  0.138
C -3.625 1.200 -2.534  -0.521
O -4.596 1.422 -1.963  0.244
F -3.528 1.782 -3.762  0.087
C -2.952 -1.009 -2.535  -0.535
O -2.924 -1.370 -3.627  0.175
F -3.432 -1.865 -1.630  0.160
H 5.176 3.915 0.937  0.054
H 5.427 2.465 1.886  0.076
H 4.124 3.548 2.359  0.060
H 3.936 2.436 -0.526  0.107
H 3.761 1.280 0.848  0.118
H 2.148 3.723 1.373  0.133
H 0.946 3.829 -0.580  0.133
H 1.973 2.538 -1.308  0.115
H -1.161 2.017 -3.366  0.089
H 0.048 3.124 -2.786  0.101
H 0.353 0.591 -3.822  0.009
H 1.415 1.760 -3.637  0.082
H -3.544 5.066 -0.060  0.066
H -2.694 5.298 1.529  0.063
H -1.905 5.876 0.071  0.084
H -3.488 -0.109 -0.031  0.126
H -3.179 1.552 0.369  0.096
H -1.016 0.239 1.722  0.113
H -3.687 1.287 2.399  0.066
H -2.260 1.057 3.430  0.051
H -3.516 -0.265 3.227  0.075
H -3.219 -1.613 1.612  0.090
H 1.054 -0.334 -1.276  0.055
H 2.645 -2.280 -1.108  -0.048
H -0.252 -3.732 1.113  0.064
H 1.551 -1.892 2.064  0.060
O 0.564 -3.993 3.623  0.128
C 1.042 -3.431 4.564  -0.473
O 1.574 -2.183 4.493  0.017
C 2.164 -1.833 5.755  -0.149
C 1.479 -2.726 6.775  -0.157
C 1.195 -3.983 5.963  -0.072
H 3.239 -2.014 5.698  0.130
H 1.996 -0.776 5.953  0.127
H 2.081 -2.901 7.665  0.117
H 0.537 -2.273 7.090  0.120
H 2.037 -4.678 5.979  0.134
H 0.285 -4.480 6.287  0.127
O -7.268 -4.208 -7.638  0.119
C -6.771 -3.673 -6.690  -0.488
O -6.190 -2.447 -6.739  0.029
C -5.595 -2.139 -5.466  -0.163
C -6.321 -3.017 -4.464  -0.159
C -6.648 -4.250 -5.295  -0.077
H -4.528 -2.363 -5.518  0.118
H -5.722 -1.079 -5.253  0.124
H -5.731 -3.228 -3.573  0.112
H -7.247 -2.532 -4.147  0.119
H -5.836 -4.978 -5.284  0.132
H -7.581 -4.714 -4.983  0.124
O 5.566 5.718 2.126  0.112
C 4.823 6.374 2.795  -0.469
O 3.533 6.020 3.050  0.012
C 2.879 7.066 3.787  -0.157
C 3.999 7.848 4.449  -0.159
C 5.131 7.708 3.439  -0.073
H 2.303 7.676 3.087  0.127
H 2.198 6.626 4.513  0.126
H 3.730 8.880 4.671  0.117
H 4.284 7.366 5.387  0.119
H 5.094 8.486 2.675  0.133
H 6.105 7.692 3.920  0.127
O 2.359 -4.416 -4.094  0.007
C 2.554 -5.431 -3.489  -0.499
O 3.486 -5.550 -2.515  0.029
C 3.548 -6.909 -2.062  -0.158
C 2.208 -7.515 -2.437  -0.160
C 1.858 -6.757 -3.709  -0.075
H 4.383 -7.405 -2.563  0.125
H 3.722 -6.926 -0.987  0.126
H 2.244 -8.597 -2.562  0.114
H 1.471 -7.292 -1.663  0.120
H 2.276 -7.233 -4.598  0.131
H 0.785 -6.620 -3.819  0.125

***

Entry 2:
The following is a DFT calculation (the ωB97M-V functional and the def2-TZVPD basis) of a cluster of 10 separate species, C32H50NO29P3 in total in a non-equilibrium geometry.

The value obtained for the LUMO energy is 0.2948 eV. The spin multiplicity is 1. The orbital gap comes out at 7.4 eV. As for the net charge: 0. The SMILES is CP(C)#P(C[C@H]1CO1)P(N)O.O=C1OCCO1.O=C1OCCO1.O=C1OCCO1.O=C1OCCO1.O=C1OCCO1.O=C1OCCO1.O=C1OCCO1.O=C1OCCO1.O=C1OCCO1. As for the HOMO energy: -7.0676 eV.

Each line ends with the Löwdin charge.
Atoms and positions in Å:
C -8.131 4.615 3.973  -0.409
P -6.674 5.299 2.945  0.578
C -7.241 6.238 1.382  -0.403
P -5.228 3.688 2.432  0.482
C -3.644 4.196 3.359  -0.422
C -2.230 3.521 2.509  -0.212
C -0.731 4.307 2.900  -0.018
O -1.173 2.809 3.415  -0.270
P -5.011 3.704 0.266  0.578
N -6.604 3.138 -0.389  -0.247
O -4.659 5.340 -0.323  -0.437
H -8.997 5.408 3.995  0.044
H -7.732 4.409 5.066  0.046
H -8.583 3.634 3.517  0.040
H -6.451 7.110 1.184  0.056
H -8.300 6.739 1.477  0.045
H -7.273 5.554 0.433  0.000
H -3.483 5.356 3.378  0.072
H -3.564 3.683 4.425  0.094
H -2.392 3.139 1.325  0.117
H 0.262 3.887 2.438  0.088
H -0.875 4.695 4.004  0.115
H -6.817 3.819 -1.179  -0.007
H -6.433 2.198 -0.855  0.041
H -4.517 5.176 -1.322  0.058
O 3.208 2.037 -2.731  0.124
C 2.661 2.276 -1.668  -0.502
O 3.315 2.424 -0.479  0.046
C 2.368 2.910 0.454  -0.136
C 1.062 2.466 -0.120  -0.135
O 1.313 2.429 -1.511  0.056
H 2.551 2.491 1.447  0.142
H 2.452 4.001 0.507  0.139
H 0.778 1.462 0.215  0.133
H 0.249 3.160 0.110  0.135
O -3.040 -1.058 1.259  0.128
C -2.517 -0.780 0.193  -0.514
O -1.352 -0.082 0.063  0.048
C -0.970 -0.166 -1.297  -0.139
C -2.262 -0.436 -1.999  -0.129
O -3.023 -1.127 -1.027  0.063
H -0.503 0.765 -1.627  0.122
H -0.253 -0.985 -1.412  0.106
H -2.789 0.484 -2.273  0.135
H -2.128 -1.049 -2.895  0.138
O -1.619 4.173 -3.566  0.119
C -0.611 4.447 -4.195  -0.520
O 0.297 5.396 -3.824  0.062
C 1.416 5.251 -4.679  -0.136
C 0.841 4.585 -5.887  -0.138
O -0.245 3.844 -5.364  0.062
H 1.856 6.225 -4.910  0.140
H 2.166 4.631 -4.177  0.128
H 0.459 5.305 -6.618  0.135
H 1.560 3.925 -6.380  0.139
O -7.466 4.354 -3.126  0.114
C -7.910 5.482 -3.000  -0.510
O -7.150 6.586 -2.735  0.056
C -7.994 7.712 -2.889  -0.136
C -9.361 7.149 -2.674  -0.138
O -9.232 5.807 -3.104  0.070
H -7.743 8.486 -2.159  0.140
H -7.862 8.117 -3.897  0.137
H -9.655 7.156 -1.619  0.135
H -10.123 7.672 -3.259  0.138
O 1.396 -2.342 -1.296  0.126
C 2.368 -2.146 -2.005  -0.495
O 2.484 -1.113 -2.890  0.063
C 3.825 -1.106 -3.342  -0.140
C 4.270 -2.515 -3.118  -0.129
O 3.484 -2.934 -2.019  0.044
H 3.878 -0.815 -4.395  0.144
H 4.395 -0.387 -2.744  0.130
H 4.055 -3.163 -3.974  0.139
H 5.335 -2.582 -2.880  0.142
O 7.836 -4.965 1.287  0.128
C 6.682 -5.213 0.978  -0.516
O 5.937 -4.463 0.115  0.058
C 4.755 -5.196 -0.150  -0.139
C 4.627 -6.085 1.044  -0.141
O 5.968 -6.275 1.453  0.073
H 3.899 -4.524 -0.262  0.123
H 4.889 -5.759 -1.079  0.141
H 4.072 -5.612 1.860  0.137
H 4.157 -7.042 0.801  0.122
O 2.789 -9.732 0.669  0.134
C 2.489 -9.265 1.755  -0.508
O 1.581 -9.819 2.610  0.065
C 1.685 -9.115 3.833  -0.130
C 2.260 -7.798 3.424  -0.130
O 3.018 -8.118 2.272  0.019
H 0.705 -9.013 4.306  0.142
H 2.348 -9.670 4.505  0.127
H 1.487 -7.072 3.148  0.140
H 2.896 -7.363 4.199  0.143
O 3.969 -11.383 6.415  0.130
C 3.567 -12.355 5.799  -0.517
O 4.338 -13.433 5.469  0.067
C 3.463 -14.426 4.969  -0.140
C 2.282 -13.640 4.500  -0.139
O 2.288 -12.508 5.348  0.052
H 3.937 -14.989 4.160  0.139
H 3.211 -15.116 5.781  0.136
H 2.388 -13.306 3.462  0.138
H 1.346 -14.196 4.600  0.138
O 5.015 6.006 -3.593  0.125
C 5.613 5.433 -2.698  -0.513
O 6.605 4.516 -2.896  0.065
C 7.187 4.261 -1.631  -0.136
C 6.100 4.626 -0.673  -0.139
O 5.375 5.623 -1.367  0.062
H 7.483 3.212 -1.545  0.139
H 8.074 4.892 -1.517  0.136
H 5.430 3.786 -0.461  0.119
H 6.491 5.016 0.271  0.139

***

Entry 3:
The following is a DFT calculation (the ωB97M-V functional and the def2-TZVPD basis) of a structure of composition C32H51AuBN11S3 in a non-equilibrium geometry.

The value obtained for the LUMO energy (spin up / spin down) is -7.8771 / -7.7577 eV. The spin multiplicity is 1. The orbital gap (spin up / spin down) comes out at 4.7 / 5.0 eV. As for the net charge: +2. As for the HOMO energy (spin up / spin down): -12.5276 / -12.7543 eV.

Each line ends with the Löwdin charge.
Atoms and positions in Å:
Au 0.064 0.878 0.139  0.665
C -4.748 1.664 -2.480  -0.008
C -4.701 0.398 -1.619  -0.539
C -5.953 -0.459 -1.840  -0.009
C -4.627 0.797 -0.151  -0.085
N -3.530 -0.393 -2.051  0.026
C -3.454 -0.874 -3.329  -0.005
C -2.302 -1.573 -3.444  -0.012
N -1.663 -1.537 -2.240  0.017
B -0.353 -2.320 -2.041  -0.577
N 0.847 -1.532 -2.629  0.025
C 1.898 -2.212 -3.167  -0.020
C 2.677 -1.332 -3.840  -0.005
N 2.110 -0.094 -3.729  0.018
C 1.004 -0.234 -2.961  -0.620
S -0.055 1.007 -2.455  0.804
C 2.743 1.088 -4.359  -0.527
C 3.252 0.672 -5.745  -0.019
C 3.901 1.491 -3.439  0.000
C 1.779 2.258 -4.534  -0.070
N -0.147 -2.775 -0.575  0.005
C -0.883 -3.811 -0.088  -0.043
C -0.388 -4.153 1.128  -0.023
N 0.657 -3.320 1.406  0.012
C 0.773 -2.464 0.360  -0.657
S 1.812 -1.119 0.219  0.710
C 1.496 -3.566 2.598  -0.537
C 2.537 -2.477 2.825  -0.087
C 0.562 -3.663 3.812  -0.010
C 2.235 -4.889 2.368  -0.010
C -2.416 -0.800 -1.410  -0.630
S -1.956 -0.505 0.217  0.819
H -5.585 2.276 -2.158  0.101
H -3.834 2.244 -2.368  0.093
H -4.885 1.435 -3.533  0.086
H -6.827 0.071 -1.472  0.101
H -6.121 -0.675 -2.891  0.084
H -5.878 -1.399 -1.297  0.100
H -5.533 1.337 0.105  0.102
H -4.561 -0.077 0.492  0.068
H -3.781 1.452 0.040  0.053
H -4.208 -0.697 -4.066  0.136
H -1.901 -2.101 -4.283  0.141
H -0.459 -3.313 -2.683  0.136
H 1.999 -3.272 -3.052  0.141
H 3.569 -1.528 -4.396  0.134
H 4.128 0.035 -5.688  0.082
H 2.475 0.157 -6.307  0.103
H 3.534 1.554 -6.309  0.097
H 4.614 0.675 -3.334  0.093
H 4.419 2.351 -3.849  0.101
H 3.523 1.750 -2.450  0.073
H 0.846 1.942 -4.992  0.085
H 1.559 2.745 -3.590  0.026
H 2.233 2.998 -5.188  0.099
H -1.695 -4.237 -0.637  0.135
H -0.697 -4.931 1.793  0.131
H 2.086 -1.493 2.916  0.031
H 3.071 -2.691 3.747  0.099
H 3.264 -2.451 2.018  0.057
H -0.149 -2.840 3.825  0.077
H 0.008 -4.599 3.822  0.085
H 1.141 -3.624 4.729  0.098
H 2.927 -4.800 1.534  0.096
H 2.806 -5.142 3.257  0.101
H 1.551 -5.708 2.162  0.086
C 3.716 4.282 -0.148  -0.018
C 2.578 4.395 -0.934  -0.025
C 1.584 3.440 -0.812  -0.160
N 1.694 2.399 0.011  -0.065
C 2.798 2.269 0.738  -0.149
C 3.827 3.192 0.703  -0.016
H 4.497 5.024 -0.193  0.125
H 2.450 5.215 -1.624  0.122
H 0.673 3.498 -1.393  0.085
H 2.861 1.397 1.370  0.085
H 4.695 3.053 1.331  0.124
C -1.680 2.039 2.712  -0.182
N -0.428 1.266 2.557  -0.136
C -0.636 -0.062 3.166  -0.231
N -1.024 0.029 4.553  -0.077
C -2.262 0.797 4.644  -0.143
N -2.063 2.135 4.101  -0.083
C -1.017 2.810 4.857  -0.145
N 0.222 2.052 4.745  -0.081
C 0.609 1.947 3.358  -0.177
C 0.019 0.722 5.302  -0.145
H -2.475 1.537 2.153  0.094
H -1.528 3.041 2.302  0.135
H 0.300 -0.618 3.087  0.091
H -1.414 -0.590 2.609  0.060
H -2.571 0.865 5.688  0.139
H -3.039 0.289 4.068  0.135
H -1.307 2.876 5.906  0.139
H -0.868 3.818 4.461  0.136
H 1.541 1.376 3.295  0.122
H 0.765 2.950 2.949  0.131
H -0.277 0.807 6.348  0.139
H 0.952 0.153 5.246  0.134

***

Entry 4:
The following is a DFT calculation (the ωB97M-V functional and the def2-TZVPD basis) of a structure of composition C32H51BCdCl8N5O8 in a non-equilibrium geometry.

The value obtained for the LUMO energy is -6.2684 eV. The spin multiplicity is 1. The orbital gap comes out at 5.4 eV. The relative energy (zero: lowest compared OMol25 entry of this formula, charge and spin) comes out at 53.24 kcal per mole. As for the net charge: +1. As for the HOMO energy: -11.6522 eV.

Each line ends with the Löwdin charge.
Atoms and positions in Å:
Cd 23.023 18.311 22.079  1.448
O 23.576 16.693 17.387  0.131
C 23.392 17.880 17.427  -0.356
O 23.083 18.597 16.377  0.233
B 22.891 20.013 16.817  -0.865
O 22.881 19.956 18.307  0.269
C 23.131 18.759 18.703  -0.346
O 23.000 18.396 19.857  -0.083
O 21.658 20.557 16.255  0.234
C 21.929 21.720 15.668  -0.353
O 21.153 22.587 15.423  0.159
C 23.487 21.838 15.627  -0.359
O 23.991 20.863 16.359  0.236
O 24.080 22.727 15.102  0.150
C 27.720 22.016 22.413  -0.081
C 28.101 20.622 21.904  -0.237
C 27.482 19.377 22.577  -0.131
C 26.113 19.125 22.176  -0.120
N 25.043 18.909 21.813  0.082
H 28.146 22.757 21.743  0.080
H 28.093 22.122 23.430  0.080
H 26.638 22.158 22.396  0.074
H 29.184 20.486 21.899  0.120
H 27.922 20.607 20.824  0.098
H 27.377 19.515 23.661  0.141
H 28.144 18.526 22.432  0.136
C 26.770 22.577 10.178  -0.112
C 25.545 23.305 10.763  -0.241
C 25.370 23.100 12.267  -0.210
C 26.622 23.147 13.035  -0.232
N 27.590 23.240 13.638  0.157
H 26.912 22.817 9.129  0.071
H 26.698 21.491 10.310  0.076
H 27.663 22.790 10.771  0.062
H 24.645 22.910 10.300  0.109
H 25.812 24.355 10.629  0.112
H 24.919 22.116 12.437  0.113
H 24.597 23.773 12.638  0.066
C 19.083 16.105 24.687  -0.089
C 18.103 16.258 23.516  -0.226
C 18.451 17.360 22.514  -0.154
C 19.831 17.495 22.121  -0.144
N 20.921 17.530 21.766  0.106
H 18.927 16.951 25.364  0.081
H 20.094 16.148 24.281  0.055
H 18.904 15.249 25.331  0.083
H 17.101 16.449 23.896  0.120
H 18.063 15.313 22.970  0.118
H 18.081 18.330 22.875  0.144
H 17.814 17.329 21.623  0.148
C 29.254 18.181 17.981  -0.123
C 28.227 17.528 18.861  -0.291
C 27.490 16.434 18.121  -0.183
C 26.303 15.844 18.772  -0.213
N 25.413 15.356 19.306  0.155
H 30.063 18.700 18.500  0.075
H 28.912 18.693 17.088  0.073
H 29.896 17.364 17.602  0.081
H 27.517 18.333 19.102  0.071
H 28.588 17.132 19.812  0.109
H 28.113 15.547 17.959  0.131
H 27.140 16.745 17.133  0.132
C 25.985 25.490 17.273  -0.095
C 26.532 24.091 16.997  -0.249
C 26.320 23.197 18.218  -0.187
C 26.657 21.786 18.021  -0.203
N 26.911 20.682 17.823  0.173
H 24.896 25.495 17.169  0.046
H 26.267 26.164 16.462  0.079
H 26.307 25.872 18.240  0.076
H 27.603 24.223 16.821  0.113
H 26.122 23.654 16.091  0.078
H 25.256 23.234 18.484  0.103
H 26.831 23.579 19.103  0.112
Cl 23.439 26.068 13.876  0.585
C 22.119 25.274 14.757  -0.682
C 21.040 26.271 15.046  -0.671
Cl 21.517 27.650 16.065  0.546
H 22.602 24.706 15.546  0.019
H 21.724 24.503 14.098  0.068
H 20.188 25.757 15.495  0.063
H 20.689 26.644 14.086  0.072
Cl 19.984 16.397 13.901  0.526
C 21.113 17.792 13.767  -0.633
C 22.531 17.318 13.447  -0.658
Cl 22.568 16.276 11.991  0.536
H 21.041 18.443 14.633  0.051
H 20.735 18.364 12.920  0.063
H 22.904 16.736 14.290  0.054
H 23.289 18.084 13.299  0.068
Cl 22.093 11.928 17.917  0.528
C 22.521 13.264 19.048  -0.648
C 21.906 14.582 18.577  -0.675
Cl 20.146 14.413 18.772  0.525
H 23.605 13.343 19.091  0.043
H 22.107 12.987 20.011  0.052
H 22.091 14.854 17.544  0.055
H 22.256 15.419 19.177  0.040
Cl 22.313 24.537 18.533  0.578
C 20.551 24.358 18.391  -0.662
C 19.786 25.375 19.222  -0.671
Cl 19.983 25.088 20.952  0.553
H 20.289 23.351 18.718  0.066
H 20.269 24.406 17.340  0.052
H 18.734 25.343 18.952  0.080
H 20.188 26.346 18.931  0.062

***

Let's list electronic energy in order: -119763.0089, -122722.2874, -87267.7001, -163259.0815 eV.